(1)
The following is a quantum chemistry calculation of a 8-piece molecular cluster, C51H113N5O8 overall at a distorted geometry, from the Open Molecules 2025 dataset.

Summary:
total energy	-78539.894	eV
HOMO-LUMO gap	8.29	eV
relative energy (zero: lowest compared OMol25 entry of this formula, charge and spin)	3.463	eV
E_HOMO	-8.1	eV
lowest unoccupied orbital energy	0.24	eV
SMILES	CC1(C)CCCC(C)(C)N1O.CC1(C)CCCC(C)(C)N1O.CC1(C)CCCC(C)(C)N1O.CC1(C)CCCC(C)(C)N1O.CC1(C)CCCC(C)(C)N1O.CCO.CCO.CCO

CARTESIAN COORDINATES (ANGSTROEM)
1 C -5.529 -0.136 -1.000
2 C -6.290 -0.657 -2.250
3 C -7.731 0.003 -2.294
4 C -5.378 -0.205 -3.430
5 C -5.484 -0.992 -4.740
6 C -5.449 -2.502 -4.502
7 C -6.474 -3.007 -3.356
8 C -7.884 -3.100 -3.928
9 C -5.961 -4.359 -2.899
10 N -6.404 -2.157 -2.179
11 O -7.157 -2.553 -1.043
12 H -5.494 0.954 -1.004
13 H -6.181 -0.219 -0.130
14 H -4.566 -0.602 -0.793
15 H -7.688 1.092 -2.251
16 H -8.196 -0.239 -3.249
17 H -8.372 -0.389 -1.505
18 H -5.758 0.749 -3.797
19 H -4.326 -0.057 -3.185
20 H -6.368 -0.715 -5.313
21 H -4.716 -0.652 -5.435
22 H -4.457 -2.873 -4.245
23 H -5.731 -3.033 -5.411
24 H -8.672 -3.487 -3.282
25 H -7.833 -3.656 -4.864
26 H -8.097 -2.095 -4.291
27 H -4.922 -4.283 -2.581
28 H -5.914 -5.102 -3.696
29 H -6.489 -4.774 -2.041
30 H -8.046 -2.305 -1.306
31 C -0.570 5.565 -1.953
32 C -1.208 6.920 -1.902
33 C -2.708 6.766 -1.410
34 C -0.440 7.689 -0.783
35 C 0.913 8.273 -1.172
36 C 0.725 9.150 -2.417
37 C 0.065 8.458 -3.608
38 C -0.368 9.576 -4.537
39 C 1.104 7.572 -4.297
40 N -1.155 7.703 -3.146
41 O -1.887 7.088 -4.195
42 H 0.429 5.665 -2.377
43 H -0.653 4.983 -1.035
44 H -1.153 4.998 -2.678
45 H -2.802 6.521 -0.352
46 H -3.292 7.668 -1.597
47 H -3.202 5.969 -1.964
48 H -1.060 8.532 -0.479
49 H -0.316 6.955 0.014
50 H 1.317 8.826 -0.324
51 H 1.608 7.489 -1.475
52 H 1.750 9.420 -2.673
53 H 0.126 9.979 -2.040
54 H -1.053 10.272 -4.054
55 H -0.842 9.031 -5.354
56 H 0.509 10.190 -4.744
57 H 1.742 6.968 -3.651
58 H 1.815 8.208 -4.824
59 H 0.712 6.702 -4.825
60 H -2.685 7.600 -4.347
61 C 3.622 2.689 -11.372
62 C 4.171 1.853 -10.151
63 C 5.373 0.980 -10.730
64 C 4.680 2.840 -9.073
65 C 4.906 2.104 -7.740
66 C 3.602 1.453 -7.274
67 C 3.085 0.438 -8.336
68 C 3.918 -0.875 -8.332
69 C 1.685 0.131 -7.857
70 N 3.032 1.032 -9.675
71 O 2.361 0.315 -10.651
72 H 4.423 3.411 -11.530
73 H 3.746 2.126 -12.297
74 H 2.614 3.102 -11.403
75 H 5.761 0.225 -10.046
76 H 5.079 0.367 -11.582
77 H 6.147 1.657 -11.092
78 H 5.607 3.247 -9.477
79 H 3.997 3.676 -8.927
80 H 5.691 1.357 -7.853
81 H 5.272 2.727 -6.924
82 H 3.012 2.328 -7.001
83 H 3.838 0.933 -6.346
84 H 3.753 -1.506 -9.205
85 H 3.638 -1.478 -7.468
86 H 5.002 -0.775 -8.281
87 H 1.099 1.047 -7.921
88 H 1.644 -0.262 -6.841
89 H 1.231 -0.623 -8.500
90 H 1.565 0.850 -10.601
91 C 8.895 -1.276 2.082
92 C 7.387 -1.453 1.635
93 C 6.555 -0.144 1.610
94 C 7.363 -1.905 0.187
95 C 7.598 -3.382 0.016
96 C 6.817 -4.296 0.972
97 C 6.859 -3.876 2.519
98 C 5.666 -4.570 3.229
99 C 8.128 -4.363 3.218
100 N 6.675 -2.370 2.590
101 O 6.645 -1.852 3.883
102 H 9.237 -0.469 1.434
103 H 9.557 -2.141 2.037
104 H 8.946 -0.739 3.029
105 H 6.968 0.620 0.952
106 H 6.613 0.290 2.608
107 H 5.487 -0.334 1.498
108 H 6.441 -1.654 -0.339
109 H 8.151 -1.431 -0.398
110 H 8.670 -3.553 0.120
111 H 7.335 -3.675 -1.000
112 H 7.238 -5.301 0.929
113 H 5.781 -4.326 0.635
114 H 5.601 -5.574 2.812
115 H 5.701 -4.604 4.318
116 H 4.828 -3.951 2.907
117 H 8.170 -4.085 4.271
118 H 8.349 -5.429 3.162
119 H 9.053 -4.003 2.769
120 H 5.720 -1.619 3.987
121 C -2.876 -2.153 8.394
122 C -4.110 -2.749 9.115
123 C -5.417 -2.571 8.288
124 C -3.869 -4.293 9.287
125 C -4.728 -5.097 10.307
126 C -4.528 -4.353 11.652
127 C -4.897 -2.828 11.539
128 C -6.409 -2.780 11.361
129 C -4.538 -2.316 12.946
130 N -4.098 -2.195 10.486
131 O -4.130 -0.783 10.414
132 H -2.834 -2.418 7.338
133 H -1.965 -2.547 8.845
134 H -2.869 -1.064 8.376
135 H -5.083 -2.608 7.251
136 H -5.776 -1.548 8.400
137 H -6.215 -3.293 8.460
138 H -4.143 -4.746 8.335
139 H -2.822 -4.579 9.389
140 H -4.268 -6.082 10.387
141 H -5.771 -5.105 9.991
142 H -3.478 -4.428 11.937
143 H -5.092 -4.817 12.462
144 H -6.855 -3.570 10.757
145 H -6.910 -2.788 12.329
146 H -6.614 -1.834 10.860
147 H -5.121 -2.831 13.709
148 H -3.506 -2.577 13.178
149 H -4.621 -1.231 13.005
150 H -3.218 -0.483 10.427
151 C 3.791 2.541 6.587
152 C 2.839 2.218 5.479
153 O 2.672 0.818 5.369
154 H 3.368 2.235 7.544
155 H 3.961 3.609 6.728
156 H 4.795 2.153 6.416
157 H 3.149 2.658 4.531
158 H 1.897 2.665 5.797
159 H 2.097 0.611 4.629
160 C -1.786 -6.016 2.917
161 C -3.212 -5.459 2.591
162 O -3.025 -4.258 1.916
163 H -1.218 -5.392 3.607
164 H -1.226 -6.194 1.999
165 H -1.887 -6.973 3.429
166 H -3.803 -5.333 3.499
167 H -3.762 -6.103 1.906
168 H -3.877 -4.043 1.529
169 C 0.712 -0.997 -0.946
170 C 1.002 -1.698 0.391
171 O 0.126 -1.167 1.457
172 H -0.266 -1.233 -1.365
173 H 1.489 -1.292 -1.651
174 H 0.925 0.072 -0.949
175 H 2.036 -1.558 0.705
176 H 0.776 -2.754 0.244
177 H -0.652 -1.729 1.435

=====

(2)
The following is a quantum chemistry calculation of C34H31Cl3IN6OPRuS2Si as an isolated structure at a distorted geometry, from the Open Molecules 2025 dataset.

Summary:
total energy	-133837.374	eV
2S+1	2
HOMO-LUMO gap (spin up / spin down)	6.52 / 6.83	eV
relative energy (zero: lowest compared OMol25 entry of this formula, charge and spin)	0.093	eV
E_HOMO (spin up / spin down)	-10.0 / -10.4	eV
charge	+1
expectation value of S²	0.76
lowest unoccupied orbital energy (spin up / spin down)	-3.49 / -3.52	eV

CARTESIAN COORDINATES (ANGSTROEM)
1 Ru -0.242 0.624 1.203
2 C -4.859 -1.412 2.802
3 S -4.048 -0.287 3.950
4 C -2.560 0.086 3.131
5 S -2.281 -0.426 1.513
6 N -1.744 0.793 3.838
7 N -0.552 1.103 3.245
8 C 0.169 1.860 3.996
9 C 1.562 2.268 3.789
10 C 1.999 3.394 4.471
11 C 3.315 3.805 4.373
12 C 4.188 3.056 3.602
13 C 3.709 1.938 2.956
14 N 2.432 1.550 3.042
15 H -5.788 -1.700 3.292
16 H -4.251 -2.298 2.634
17 H -5.083 -0.920 1.858
18 H -0.295 2.206 4.914
19 H 1.287 3.940 5.075
20 H 3.655 4.688 4.895
21 H 5.229 3.324 3.499
22 H 4.352 1.321 2.347
23 I -2.110 2.875 0.505
24 C -0.915 3.867 -0.873
25 C -0.718 5.196 -0.635
26 C -0.106 6.010 -1.606
27 C 0.196 5.472 -2.818
28 C -0.022 4.097 -3.086
29 C 0.190 3.619 -4.400
30 C -0.056 2.318 -4.708
31 C -0.372 1.423 -3.672
32 C -0.534 1.812 -2.362
33 P -0.523 0.345 -1.208
34 C -2.045 -0.562 -1.615
35 C -3.140 0.046 -2.218
36 C -4.299 -0.683 -2.452
37 C -4.361 -2.024 -2.109
38 C -3.265 -2.642 -1.521
39 C -2.117 -1.913 -1.263
40 C 0.806 -0.616 -2.030
41 C 2.110 -0.141 -1.892
42 C 3.159 -0.778 -2.539
43 C 2.916 -1.890 -3.337
44 C 1.619 -2.363 -3.480
45 C 0.568 -1.731 -2.829
46 C -0.494 3.220 -2.067
47 H -1.065 5.635 0.290
48 H 0.062 7.058 -1.401
49 H 0.594 6.089 -3.614
50 H 0.523 4.320 -5.155
51 H 0.053 1.950 -5.719
52 H -0.437 0.374 -3.929
53 H -3.095 1.090 -2.502
54 H -5.151 -0.199 -2.912
55 H -5.263 -2.591 -2.301
56 H -3.312 -3.688 -1.248
57 H -1.271 -2.385 -0.773
58 H 2.302 0.738 -1.288
59 H 4.166 -0.397 -2.429
60 H 3.733 -2.377 -3.853
61 H 1.420 -3.219 -4.112
62 H -0.439 -2.100 -2.967
63 C 1.166 -5.937 0.548
64 N 0.787 -4.667 1.122
65 C -0.180 -4.521 2.184
66 C -0.210 -3.001 2.358
67 O -0.851 -2.426 3.202
68 N 0.607 -2.426 1.395
69 C 1.153 -3.437 0.714
70 N 1.989 -3.250 -0.304
71 H 1.195 -6.687 1.337
72 H 2.166 -5.886 0.119
73 H 0.463 -6.267 -0.222
74 H 0.137 -5.006 3.108
75 H -1.168 -4.895 1.905
76 H 2.271 -2.312 -0.540
77 H 2.416 -4.016 -0.788
78 Cl 1.948 -1.125 3.874
79 Si 1.777 -0.002 2.136
80 Cl 1.411 2.274 0.532
81 Cl 3.422 -0.579 1.022